# 1
118
Properties=species:S:1:pos:R:3:mulliken_charge:R:1 method="wB97M-V/def2-TZVPD" lumo_ev="-1.2319 / -0.9233" e_homo_ev="-7.4 / -7.4" homo_lumo_gap_ev="6.21 / 6.50" total_charge=0 relative_energy_kj_mol=0.0
In 1.246 -1.883 -0.737 1.7692
C 0.810 7.571 -3.484 -1.5452
C 1.108 6.181 -2.995 1.1410
C 0.409 5.085 -3.483 -0.9410
C 0.662 3.806 -3.004 -0.0565
C 1.615 3.632 -2.016 -0.3670
C 2.348 4.708 -1.532 -0.5937
C 2.091 5.973 -2.023 -0.8145
S 1.956 1.973 -1.461 1.1687
O 3.412 1.736 -1.612 -0.7110
C 1.687 2.221 0.316 0.8063
C 2.793 1.914 1.136 -0.9029
C 2.673 2.011 2.491 -0.9299
C 1.433 2.343 3.088 0.6889
C 1.282 2.405 4.496 -0.8556
C 0.070 2.677 5.058 -0.6701
C -1.057 2.898 4.235 -0.8907
C -0.940 2.865 2.876 -0.6965
C 0.312 2.593 2.262 0.8843
C 0.472 2.573 0.844 -0.6263
C -0.644 3.043 -0.031 -0.7310
C -0.962 4.444 -0.063 1.1287
C -0.261 5.395 0.719 -0.7965
C -0.596 6.719 0.676 -0.9294
C -1.642 7.166 -0.156 -0.7525
C -2.323 6.274 -0.934 -0.8876
C -2.001 4.897 -0.908 0.7690
C -2.688 3.968 -1.735 -1.2325
C -2.371 2.648 -1.705 -1.0028
C -1.359 2.197 -0.824 1.0522
S -1.007 0.441 -0.846 0.9482
O -1.230 0.032 -2.265 -0.8270
C -2.403 -0.122 0.108 0.5506
C -2.245 -0.284 1.473 0.1376
C -3.321 -0.740 2.222 -1.1505
C -4.536 -1.047 1.618 1.0520
C -5.685 -1.583 2.429 -1.6035
C -4.657 -0.890 0.237 -1.2337
C -3.594 -0.436 -0.526 -0.6489
H 0.215 7.552 -4.396 0.3900
H 1.729 8.123 -3.686 0.4003
H 0.250 8.130 -2.730 0.2499
H -0.345 5.230 -4.249 0.3448
H 0.114 2.952 -3.385 0.5968
H 3.114 4.545 -0.783 0.4791
H 2.652 6.820 -1.646 0.4089
H 3.719 1.622 0.659 0.6936
H 3.523 1.801 3.130 0.3679
H 2.151 2.221 5.117 0.4750
H -0.035 2.717 6.134 0.3935
H -2.020 3.099 4.687 0.4608
H -1.809 3.037 2.253 0.6375
H 0.548 5.065 1.356 0.4939
H -0.051 7.431 1.283 0.4499
H -1.899 8.217 -0.179 0.4185
H -3.122 6.607 -1.586 0.4350
H -3.465 4.333 -2.397 0.4005
H -2.859 1.931 -2.351 0.4715
H -1.286 -0.086 1.936 0.1636
H -3.207 -0.870 3.293 0.4514
H -5.637 -1.235 3.460 0.3914
H -5.669 -2.675 2.450 0.2676
H -6.643 -1.276 2.008 0.4058
H -5.598 -1.132 -0.246 0.3872
H -3.670 -0.344 -1.603 0.4522
F 5.786 0.308 -2.298 -0.1135
C 5.964 -1.004 -2.308 0.3253
F 6.933 -1.327 -1.455 -0.2157
F 6.309 -1.397 -3.530 -0.2112
S 4.372 -1.778 -1.806 0.8968
O 4.113 -1.396 -0.435 -0.5136
O 3.399 -1.332 -2.773 -0.5811
N 4.782 -3.298 -1.974 -0.7156
S 3.823 -4.417 -1.457 1.0866
O 4.131 -5.675 -2.052 -0.7328
O 2.416 -4.011 -1.437 -0.4426
C 4.234 -4.643 0.344 0.6096
F 3.904 -5.883 0.714 -0.2402
F 3.552 -3.785 1.104 -0.1098
F 5.533 -4.467 0.549 -0.2500
C 0.208 -2.996 -3.740 -1.1635
N -0.735 -3.928 -3.133 0.2310
C -0.498 -5.329 -3.460 -1.2191
C -1.279 -3.571 -1.936 -0.1407
O -0.834 -2.617 -1.270 0.6099
N -2.344 -4.280 -1.477 0.4114
C -2.834 -4.023 -0.131 -0.9340
C -3.292 -4.924 -2.367 -1.2333
H 0.223 -3.175 -4.816 0.4070
H 1.228 -3.144 -3.366 0.3484
H -0.110 -1.971 -3.557 0.2191
H 0.570 -5.547 -3.373 0.2726
H -0.818 -5.549 -4.480 0.3363
H -1.032 -5.980 -2.773 0.4131
H -2.107 -3.439 0.425 -0.0676
H -3.012 -4.970 0.383 0.3727
H -3.771 -3.461 -0.167 0.3871
H -2.963 -4.845 -3.398 0.4173
H -4.265 -4.434 -2.277 0.3470
H -3.417 -5.980 -2.115 0.3266
C 0.473 -5.015 0.810 -0.7596
C 0.506 -4.300 2.125 1.2828
C 0.371 -5.064 3.268 -0.8162
C 0.393 -4.500 4.539 -0.9306
C 0.558 -3.127 4.688 -0.3644
C 0.682 -2.311 3.585 0.5982
C 0.858 -0.834 3.764 -1.1587
C 0.637 -2.860 2.240 0.2706
N 0.605 -1.985 1.248 -0.3594
H -0.285 -5.801 0.824 0.5934
H 1.432 -5.493 0.611 0.4055
H 0.255 -4.356 -0.021 -0.7139
H 0.241 -6.136 3.165 0.5112
H 0.280 -5.133 5.410 0.3800
H 0.594 -2.692 5.680 0.4842
H 1.357 -0.618 4.710 0.6051
H -0.111 -0.323 3.785 0.1395
H 1.424 -0.404 2.943 -0.0879

# 2
108
Properties=species:S:1:pos:R:3:mulliken_charge:R:1 method="wB97M-V/def2-TZVPD" lumo_ev="-0.0689 / 0.0287" e_homo_ev="-7.6 / -6.5" homo_lumo_gap_ev="7.50 / 6.50" multiplicity=2 total_charge=0
V -0.164 0.100 -0.128 -1.0680
C -2.844 2.499 -3.236 -2.2404
C -2.284 1.386 -2.351 2.5246
C -1.016 0.776 -2.971 -0.5190
C -3.257 0.258 -2.078 0.8512
C -4.218 -0.083 -3.020 -0.4298
C -5.038 -1.180 -2.834 -1.7199
C -4.847 -1.989 -1.730 -0.3288
C -3.882 -1.698 -0.774 0.8419
C -3.651 -2.708 0.339 1.3850
C -4.886 -2.866 1.233 -1.7915
C -3.248 -4.067 -0.245 -1.3436
C -3.116 -0.522 -0.920 -1.4341
N -2.134 -0.179 0.048 1.3616
C -2.567 -0.078 1.339 -0.5853
O -3.717 0.077 1.727 -0.7355
C -1.426 -0.182 2.306 0.5642
C -1.533 -0.437 3.661 -1.1366
C -0.368 -0.644 4.394 -0.8942
C 0.869 -0.593 3.758 -0.5242
C 0.904 -0.319 2.403 -0.5379
N -0.228 -0.132 1.708 1.2595
C 2.109 -0.396 1.513 0.1393
O 3.204 -0.725 1.946 -0.7368
N 1.743 -0.160 0.226 1.1384
C 2.605 -0.588 -0.812 -0.0159
C 3.846 0.014 -1.078 0.6637
C 4.646 -0.541 -2.072 -0.5784
C 4.241 -1.653 -2.786 -1.5310
C 2.995 -2.211 -2.548 -0.7684
C 2.155 -1.678 -1.582 0.8620
C 0.797 -2.319 -1.323 2.1802
C 0.055 -2.667 -2.613 -1.8241
C 0.946 -3.540 -0.415 -1.4153
C 4.320 1.247 -0.336 2.6136
C 5.597 0.963 0.463 -1.9049
C 4.549 2.417 -1.298 -1.1132
H -2.148 3.339 -3.262 0.2853
H -3.795 2.852 -2.836 0.3996
H -2.998 2.170 -4.264 0.4739
H -2.025 1.850 -1.394 -1.2460
H -1.293 0.069 -3.754 0.5367
H -0.424 0.222 -2.223 -0.3235
H -0.384 1.543 -3.413 0.3872
H -4.328 0.509 -3.918 0.3553
H -5.801 -1.416 -3.565 0.3823
H -5.465 -2.870 -1.605 0.3364
H -2.818 -2.368 0.959 -0.3760
H -5.731 -3.250 0.659 0.3376
H -5.165 -1.906 1.661 0.3600
H -4.681 -3.566 2.045 0.4462
H -4.052 -4.493 -0.845 0.3423
H -3.022 -4.768 0.560 0.4200
H -2.366 -3.977 -0.882 0.1975
H -2.516 -0.489 4.108 0.5953
H -0.426 -0.870 5.450 0.4693
H 1.799 -0.776 4.278 0.6143
H 5.615 -0.103 -2.276 0.3757
H 4.893 -2.087 -3.532 0.3857
H 2.679 -3.073 -3.123 0.3850
H 0.143 -1.607 -0.778 -0.4223
H 0.502 -3.538 -3.091 0.5484
H 0.083 -1.838 -3.321 0.4748
H -0.990 -2.901 -2.399 0.1585
H 1.537 -4.304 -0.920 0.4524
H -0.029 -3.962 -0.164 0.2349
H 1.461 -3.270 0.509 0.3618
H 3.542 1.546 0.368 -1.5076
H 6.426 0.716 -0.203 0.3401
H 5.431 0.132 1.143 0.3681
H 5.875 1.844 1.045 0.4678
H 5.322 2.180 -2.031 0.4125
H 4.869 3.297 -0.739 0.4052
H 3.635 2.671 -1.839 0.0830
F 0.507 6.251 -4.833 -0.3664
C 0.431 5.483 -3.733 0.1588
C -0.398 5.873 -2.700 -0.7493
C -0.469 5.074 -1.567 -1.1369
C 0.284 3.909 -1.471 0.9553
C 1.106 3.542 -2.533 -0.8881
C 1.184 4.325 -3.674 -0.9688
Sb 0.220 2.671 0.279 1.7801
C 1.900 3.608 1.236 0.5997
C 2.595 4.636 0.607 -0.4802
C 3.636 5.283 1.255 -0.7356
C 3.971 4.884 2.534 0.1686
F 4.974 5.513 3.168 -0.3704
C 3.309 3.857 3.180 -0.6725
C 2.269 3.220 2.522 -0.3849
C -1.288 3.780 1.342 0.1477
C -0.997 4.964 2.014 -0.6202
C -2.008 5.693 2.619 -0.7063
C -3.305 5.219 2.553 0.0369
F -4.284 5.931 3.135 -0.3400
C -3.622 4.037 1.913 -0.7183
C -2.602 3.320 1.305 -0.2315
H -0.972 6.786 -2.783 0.4284
H -1.130 5.357 -0.758 0.4027
H 1.691 2.629 -2.475 0.8325
H 1.807 4.048 -4.515 0.5006
H 2.328 4.939 -0.397 0.4345
H 4.185 6.087 0.783 0.4610
H 3.611 3.573 4.178 0.4436
H 1.750 2.407 3.018 0.5151
H 0.025 5.320 2.071 0.4427
H -1.806 6.620 3.140 0.4815
H -4.640 3.673 1.898 0.5384
H -2.857 2.396 0.803 0.3152